[1]
Density functional theory data (wB97M-V/def2-TZVPD) for C25H22N2O6Ta as an isolated structure.

ORCA input file:
```
! RIJCOSX wB97M-V def2-TZVPD def2/J DEFGRID3
* xyz 1 1
Ta 0.900 -1.254 0.598
O 2.684 -1.787 0.718
C 3.821 -1.214 0.218
C 4.846 -2.023 -0.232
C 5.986 -1.426 -0.742
C 6.120 -0.040 -0.778
C 5.108 0.758 -0.291
C 3.926 0.190 0.204
C 2.955 1.029 0.870
N 1.778 0.615 1.184
N 1.032 1.322 2.127
C 0.299 0.467 2.767
O 0.374 -0.837 2.453
C -0.641 0.871 3.813
C -1.388 -0.099 4.477
C -2.292 0.279 5.457
C -2.445 1.621 5.774
C -1.696 2.589 5.114
C -0.793 2.219 4.135
H 4.735 -3.097 -0.194
H 6.787 -2.052 -1.113
H 7.020 0.407 -1.174
H 5.215 1.835 -0.286
H 3.252 2.012 1.226
H -1.256 -1.144 4.229
H -2.872 -0.471 5.975
H -3.150 1.916 6.540
H -1.819 3.633 5.366
H -0.207 2.964 3.614
C -4.893 0.790 -3.069
C -3.465 0.353 -2.911
C -2.498 1.239 -2.450
C -1.169 0.863 -2.316
C -0.159 1.836 -1.772
C -0.814 -0.433 -2.692
C -1.752 -1.350 -3.180
C -1.359 -2.741 -3.601
C -3.076 -0.937 -3.260
C 0.588 -0.890 -2.562
O 1.334 -1.278 -3.392
O 1.045 -0.893 -1.216
H -5.142 1.595 -2.379
H -5.583 -0.036 -2.901
H -5.066 1.159 -4.082
H -2.787 2.248 -2.181
H -0.508 2.859 -1.898
H 0.807 1.750 -2.272
H -0.003 1.677 -0.702
H -0.806 -3.265 -2.817
H -0.720 -2.716 -4.483
H -2.243 -3.331 -3.834
H -3.820 -1.636 -3.625
O -0.764 -2.515 0.466
C -1.604 -1.525 0.381
O -1.145 -0.369 0.384
H -2.672 -1.735 0.317
*
```

Computed properties:
- E (a.u.) = -1583.79807
- maximum force (eV/A) = 0.59
- lowest unoccupied orbital energy (eV) = -4.47
- relative energy (zero: lowest compared OMol25 entry of this formula, charge and spin) (kcal per mole) = 21.3
- Kohn-Sham gap (Eh) = 0.2667

Atom charges from the Löwdin analysis, given in e for atoms 1 to 2:
1 Ta 1.9928
2 O -0.1969

[2]
Density functional theory data (wB97M-V/def2-TZVPD) for C25H22N3O7Ru as an isolated structure at a distorted geometry.

ORCA input file:
```
! RIJCOSX wB97M-V def2-TZVPD def2/J DEFGRID3
* xyz 0 2
Ru -1.635 0.563 -1.662
O -0.736 4.059 -3.756
C -0.741 2.900 -3.425
O -1.334 2.432 -2.359
C 0.060 1.864 -4.237
C 0.990 1.082 -3.306
C 2.049 0.341 -4.127
C 1.211 -0.798 -4.767
C -0.183 -0.517 -4.197
O 0.139 -0.017 -2.871
C -0.793 0.719 -4.849
C -2.291 0.859 -4.500
O -3.004 1.504 -5.224
O -2.653 0.205 -3.420
H 0.600 2.439 -4.985
H 1.353 1.622 -2.437
H 2.833 -0.057 -3.484
H 2.502 1.003 -4.861
H 1.568 -1.774 -4.440
H 1.210 -0.773 -5.854
H -0.848 -1.370 -4.119
H -0.750 0.692 -5.936
O -2.729 1.008 0.245
C -1.692 0.690 0.872
N -1.481 0.641 2.192
C -0.098 0.247 2.462
C 0.438 0.056 1.000
O 1.553 -0.301 0.721
N -0.599 0.333 0.156
C 0.007 -1.093 3.175
C 1.267 -1.553 3.549
C 1.406 -2.791 4.153
C 0.289 -3.581 4.397
C -0.966 -3.124 4.032
C -1.107 -1.884 3.418
C 0.626 1.360 3.207
C 1.499 2.235 2.574
C 2.074 3.281 3.284
C 1.778 3.462 4.626
C 0.908 2.588 5.264
C 0.340 1.540 4.558
H -2.124 0.989 2.882
H 2.137 -0.940 3.354
H 2.389 -3.141 4.439
H 0.398 -4.550 4.867
H -1.844 -3.727 4.226
H -2.091 -1.542 3.123
H 1.743 2.101 1.528
H 2.755 3.956 2.784
H 2.226 4.280 5.175
H 0.678 2.718 6.313
H -0.324 0.847 5.063
C -1.358 -3.985 -1.506
C -1.761 -2.592 -1.401
N -2.108 -1.506 -1.320
H -2.106 -4.616 -1.029
H -0.399 -4.122 -1.011
H -1.274 -4.261 -2.556
*
```

Computed properties:
- E (a.u.) = -1751.76500
- maximum force (eV/A) = 2.58
- lowest unoccupied orbital energy (alpha / beta) (eV) = -0.40 / -1.24
- ⟨S²⟩ = 0.7548
- Kohn-Sham gap (alpha / beta) (Eh) = 0.3149 / 0.2813

Atom charges from the Löwdin analysis, given in e for atoms 1 to 2:
1 Ru 1.4779
2 O 0.1067

[3]
Density functional theory data (wB97M-V/def2-TZVPD) for the molecule C25H22N6O4 at a distorted geometry.

ORCA input file:
```
! RIJCOSX wB97M-V def2-TZVPD def2/J DEFGRID3
* xyz 0 1
C -5.948 -4.555 -1.389
C -4.814 -4.588 -0.719
C -4.640 -3.978 0.642
N -3.744 -2.832 0.573
C -2.416 -3.013 0.555
N -1.515 -2.092 0.449
C -1.996 -0.833 0.345
C -3.357 -0.514 0.352
C -3.446 0.908 0.233
N -4.465 1.727 0.183
C -4.154 3.034 0.067
C -5.199 3.979 0.008
C -4.917 5.310 -0.111
C -3.585 5.759 -0.175
C -2.546 4.873 -0.121
C -2.800 3.493 0.001
N -1.754 2.636 0.051
C -2.087 1.383 0.166
N -1.226 0.304 0.235
N 0.102 0.491 0.209
C 0.933 -0.475 0.208
C 2.354 -0.206 0.189
C 3.252 -1.274 0.145
C 4.616 -1.043 0.132
C 5.120 0.276 0.140
C 4.213 1.348 0.199
C 2.845 1.090 0.223
H 2.160 1.920 0.259
O 4.515 2.671 0.250
C 5.834 3.151 0.111
H 5.745 4.235 0.190
H 6.489 2.778 0.901
H 6.258 2.895 -0.863
O 6.468 0.544 0.149
C 7.311 -0.172 -0.732
H 6.824 -0.352 -1.694
H 8.185 0.464 -0.882
H 7.624 -1.126 -0.304
O 5.549 -2.045 0.129
C 5.104 -3.379 0.109
H 4.518 -3.596 -0.789
H 4.515 -3.620 0.999
H 6.009 -3.986 0.103
H 2.865 -2.280 0.136
H 0.627 -1.521 0.223
H -1.517 5.193 -0.169
H -3.390 6.817 -0.269
H -5.718 6.033 -0.156
H -6.212 3.610 0.060
C -4.351 -1.540 0.462
O -5.554 -1.440 0.478
H -2.062 -4.033 0.644
H -5.598 -3.605 1.011
H -4.225 -4.707 1.345
H -3.926 -5.041 -1.142
H -6.043 -4.989 -2.370
H -6.829 -4.089 -0.981
*
```

Computed properties:
- E (a.u.) = -1595.30797
- maximum force (eV/A) = 1.28
- lowest unoccupied orbital energy (eV) = -0.42
- relative energy (zero: lowest compared OMol25 entry of this formula, charge and spin) (kcal per mole) = 55.6
- SMILES = C=CCn1cnc2c(c1=O)c1nc3ccccc3nc1n2/N=C/c1cc(OC)c(OC)c(OC)c1
- Kohn-Sham gap (Eh) = 0.2737

Atom charges from the Löwdin analysis, given in e for atoms 1 to 2:
1 C 0.0307
2 C -0.1557

[4]
Density functional theory data (wB97M-V/def2-TZVPD) for C25H23As2Cl5N2O8PdS as an isolated structure at a distorted geometry.

ORCA input file:
```
! RIJCOSX wB97M-V def2-TZVPD def2/J DEFGRID3
* xyz -2 1
Pd -1.165 0.940 -0.683
Cl -0.610 -1.060 2.457
C -1.411 0.469 2.486
C -1.726 1.103 1.281
C -2.448 2.297 1.438
Cl -2.853 3.128 -0.032
C -2.802 2.852 2.655
Cl -3.654 4.356 2.742
C -2.445 2.190 3.825
Cl -2.869 2.852 5.365
C -1.751 0.988 3.735
Cl -1.329 0.154 5.189
C 3.834 -3.234 -4.496
O 3.340 -2.483 -3.400
C 2.913 -3.191 -2.328
O 2.856 -4.395 -2.326
C 2.497 -2.248 -1.253
C 3.256 -2.090 -0.168
As 2.973 -0.870 1.343
C 4.727 0.018 1.049
C 1.896 0.505 0.499
C 1.125 0.404 -0.686
As 0.890 -1.209 -1.820
C -0.373 -2.289 -0.739
C 0.658 1.492 -1.507
O -0.126 1.237 -2.483
O 1.212 2.732 -1.389
C 0.451 3.784 -1.951
C 1.883 1.563 1.449
O 2.582 1.547 2.477
O 1.055 2.620 1.237
C 1.095 3.614 2.246
C 4.523 -2.854 -0.091
O 5.257 -3.128 -1.013
O 4.819 -3.218 1.180
C 6.048 -3.907 1.351
H 4.866 -3.535 -4.302
H 3.788 -2.581 -5.363
H 3.228 -4.126 -4.656
H 5.568 -0.649 1.247
H 4.768 0.867 1.727
H 4.774 0.372 0.020
H 0.091 -2.602 0.192
H -0.679 -3.165 -1.313
H -1.247 -1.675 -0.535
H 0.727 4.687 -1.404
H -0.617 3.598 -1.851
H 0.683 3.914 -3.012
H 0.323 4.339 1.990
H 2.074 4.101 2.276
H 0.902 3.184 3.230
H 6.279 -3.874 2.413
H 6.838 -3.427 0.774
H 5.953 -4.944 1.022
C -6.760 -0.093 1.195
C -6.399 0.040 -0.259
C -7.386 0.146 -1.237
C -6.928 0.221 -2.547
N -5.652 0.210 -2.873
C -4.744 0.117 -1.858
S -3.093 0.113 -2.281
N -5.112 0.033 -0.555
H -7.842 -0.065 1.334
H -6.293 0.705 1.773
H -6.369 -1.038 1.577
H -8.439 0.161 -0.989
H -7.629 0.298 -3.378
*
```

Computed properties:
- E (a.u.) = -8976.49117
- maximum force (eV/A) = 1.45
- lowest unoccupied orbital energy (eV) = 4.10
- relative energy (zero: lowest compared OMol25 entry of this formula, charge and spin) (kcal per mole) = 34.3
- Kohn-Sham gap (Eh) = 0.1917

Atom charges from the Löwdin analysis, given in e for atoms 1 to 2:
1 Pd 0.6139
2 Cl 0.6869

[5]
Density functional theory data (wB97M-V/def2-TZVPD) for C25H23AsBr2N2OPt as an isolated structure at a distorted geometry.

ORCA input file:
```
! RIJCOSX wB97M-V def2-TZVPD def2/J DEFGRID3
* xyz 0 3
Pt -0.156 -0.514 -0.873
Br -5.567 -0.666 4.210
C -4.452 -0.541 2.667
C -4.874 0.232 1.586
C -4.044 0.341 0.500
C -2.782 -0.297 0.429
O -2.118 -0.105 -0.659
C -2.357 -1.094 1.559
C -1.127 -1.793 1.661
N -0.132 -1.729 0.794
C 1.040 -2.418 0.892
C 1.347 -3.402 1.854
C 2.569 -4.042 1.846
C 3.532 -3.740 0.901
C 3.280 -2.774 -0.086
C 4.217 -2.441 -1.087
C 3.880 -1.499 -2.036
C 2.626 -0.910 -2.005
N 1.713 -1.199 -1.062
C 2.021 -2.111 -0.102
C -3.244 -1.192 2.654
H -5.820 0.749 1.621
H -4.336 0.925 -0.360
H -1.007 -2.406 2.550
H 0.619 -3.682 2.597
H 2.767 -4.812 2.577
H 4.477 -4.259 0.898
H 5.170 -2.945 -1.102
H 4.576 -1.218 -2.812
H 2.332 -0.209 -2.771
H -2.956 -1.797 3.503
C -1.060 1.977 2.486
As -0.012 1.811 0.824
C 1.725 1.391 1.631
C 0.229 3.749 0.510
H -0.547 2.643 3.182
H -1.200 1.012 2.969
H -2.042 2.398 2.269
H 2.002 2.136 2.374
H 2.493 1.342 0.860
H 1.663 0.416 2.112
H 0.568 4.231 1.427
H -0.723 4.189 0.215
H 0.947 3.927 -0.287
Br -0.896 3.982 -5.768
C -0.614 2.601 -4.472
C -1.428 1.484 -4.472
C -1.242 0.516 -3.495
C -0.256 0.645 -2.521
C 0.559 1.775 -2.572
C 0.392 2.753 -3.538
H -2.218 1.380 -5.202
H -1.911 -0.335 -3.495
H 1.349 1.900 -1.834
H 1.027 3.626 -3.547
*
```

Computed properties:
- E (a.u.) = -8654.28663
- maximum force (eV/A) = 1.83
- lowest unoccupied orbital energy (alpha / beta) (eV) = -0.53 / -2.39
- relative energy (zero: lowest compared OMol25 entry of this formula, charge and spin) (kcal per mole) = 4.6
- ⟨S²⟩ = 2.0801
- Kohn-Sham gap (alpha / beta) (Eh) = 0.1740 / 0.1911

Atom charges from the Löwdin analysis, given in e for atoms 1 to 2:
1 Pt 1.2630
2 Br 0.6975

[6]
Density functional theory data (wB97M-V/def2-TZVPD) for C25H23AsClN5O12S2Tl as an isolated structure.

ORCA input file:
```
! RIJCOSX wB97M-V def2-TZVPD def2/J DEFGRID3
* xyz -1 1
Tl 1.265 -0.725 1.577
O -5.098 -2.087 2.937
C -5.077 -2.347 1.647
O -6.066 -2.692 1.042
C -3.774 -2.152 0.940
C -3.630 -2.120 -0.431
Cl -4.790 -2.377 -1.650
N -2.324 -1.880 -0.712
N -1.597 -1.813 0.424
C -2.446 -1.967 1.418
C -1.908 -1.879 2.829
O -2.743 -1.696 3.746
O -0.674 -2.021 2.977
C -1.648 -1.697 -1.955
C -0.332 -2.131 -2.045
C 0.379 -1.906 -3.212
C -0.219 -1.271 -4.291
C -1.535 -0.841 -4.192
C -2.252 -1.038 -3.022
H -4.181 -1.815 3.285
H 0.141 -2.601 -1.196
H 1.413 -2.220 -3.268
H 0.343 -1.100 -5.200
H -2.007 -0.334 -5.024
H -3.271 -0.691 -2.944
O 2.319 -2.614 -0.262
C 3.302 -2.470 -0.971
C 3.680 -1.315 -1.767
C 4.789 -1.494 -2.591
C 5.219 -0.498 -3.437
C 4.545 0.740 -3.477
C 3.469 0.952 -2.675
C 2.962 -0.049 -1.762
O 1.971 0.191 -1.035
N 6.357 -0.723 -4.291
O 6.927 -1.804 -4.236
O 6.705 0.181 -5.040
H 4.013 -3.316 -1.070
H 5.322 -2.437 -2.578
H 4.905 1.507 -4.149
H 2.951 1.902 -2.688
S 2.731 -0.799 4.529
C 1.473 0.135 5.126
N 0.175 -0.264 4.917
C -0.895 0.457 5.285
C -0.706 1.641 5.934
C 0.631 1.992 6.183
N 1.673 1.288 5.820
H -0.007 -1.129 4.374
H -1.851 0.026 5.016
H -1.532 2.264 6.236
H 0.850 2.914 6.716
O -0.446 2.776 0.579
S -0.648 2.425 2.400
O -1.297 3.633 2.804
O 0.724 2.240 2.761
O -1.452 1.238 2.291
C -0.279 2.035 -2.211
As -0.845 1.217 -0.539
C -2.755 1.620 -0.650
C -0.749 4.121 0.174
H -0.994 2.749 -2.617
H -0.140 1.202 -2.905
H 0.699 2.489 -2.057
H -2.941 2.666 -0.889
H -3.226 1.351 0.294
H -3.171 1.007 -1.449
H -0.543 4.204 -0.890
H -0.098 4.791 0.730
H -1.789 4.359 0.389
*
```

Computed properties:
- E (a.u.) = -5808.06040
- maximum force (eV/A) = 0.35
- lowest unoccupied orbital energy (eV) = 1.95
- relative energy (zero: lowest compared OMol25 entry of this formula, charge and spin) (kcal per mole) = 25.4
- Kohn-Sham gap (Eh) = 0.2786

Atom charges from the Löwdin analysis, given in e for atoms 1 to 2:
1 Tl 0.9554
2 O 0.1112

[7]
Density functional theory data (wB97M-V/def2-TZVPD) for C25H23ClGaN2PS as an isolated structure at a distorted geometry.

ORCA input file:
```
! RIJCOSX wB97M-V def2-TZVPD def2/J DEFGRID3
* xyz 2 1
Ga -0.498 1.211 0.424
Cl -1.092 1.280 2.528
P -0.240 -1.236 0.263
C 0.817 -1.241 -1.222
C 0.328 -1.462 -2.520
C 1.185 -1.341 -3.612
C 2.516 -0.948 -3.428
C 3.008 -0.713 -2.136
C 2.169 -0.875 -1.040
C 0.431 -2.520 1.354
C -0.087 -2.642 2.663
C 0.321 -3.699 3.477
C 1.256 -4.631 3.006
C 1.787 -4.499 1.720
C 1.376 -3.450 0.894
C -1.902 -1.834 -0.210
C -3.050 -1.119 0.195
C -4.313 -1.538 -0.228
C -4.444 -2.706 -0.987
C -3.311 -3.457 -1.330
C -2.042 -3.035 -0.926
H -0.803 -1.899 3.022
H -0.097 -3.804 4.478
H 1.575 -5.453 3.641
H 2.516 -5.215 1.342
H 1.784 -3.349 -0.114
H -0.720 -1.733 -2.673
H 0.813 -1.558 -4.616
H 3.173 -0.832 -4.285
H 4.049 -0.414 -1.984
H 2.554 -0.721 -0.027
H -2.945 -0.231 0.829
H -5.197 -0.962 0.051
H -5.432 -3.029 -1.316
H -3.411 -4.378 -1.904
H -1.163 -3.626 -1.191
H -0.385 1.046 -1.253
H -1.222 0.808 -1.053
N -1.977 3.141 -1.318
C -0.873 3.836 -0.796
N -0.013 3.239 0.026
C 0.930 4.141 0.597
C 1.890 3.885 1.591
C 2.552 4.979 2.185
C 2.261 6.291 1.796
C 1.307 6.540 0.806
C 0.673 5.459 0.205
S -0.723 5.561 -0.889
H -2.738 3.791 -1.570
H -1.757 2.627 -2.173
H 2.071 2.852 1.906
H 3.307 4.790 2.955
H 2.762 7.115 2.304
H 1.025 7.556 0.542
*
```

Computed properties:
- E (a.u.) = -4199.92270
- maximum force (eV/A) = 4.72
- lowest unoccupied orbital energy (eV) = -7.78
- Kohn-Sham gap (Eh) = 0.2502

Atom charges from the Löwdin analysis, given in e for atoms 1 to 2:
1 Ga 0.2437
2 Cl 0.2522

[8]
Density functional theory data (wB97M-V/def2-TZVPD) for C25H23CoF3N2OS2 as an isolated structure.

ORCA input file:
```
! RIJCOSX wB97M-V def2-TZVPD def2/J DEFGRID3
* xyz 1 5
Co -0.673 -0.073 0.354
F 3.961 -0.463 4.508
C 2.719 -0.277 4.043
F 2.342 0.961 4.379
F 1.915 -1.135 4.682
C 2.664 -0.485 2.549
C 3.801 -0.836 1.850
C 3.741 -1.038 0.475
C 2.529 -0.867 -0.150
N 1.426 -0.514 0.516
C 1.462 -0.328 1.848
S -0.092 0.109 2.535
H 4.735 -0.955 2.383
H 4.615 -1.319 -0.093
H 2.425 -1.008 -1.219
C -4.884 -0.639 -0.260
C -5.304 0.682 -0.235
C -4.368 1.706 -0.227
C -3.005 1.424 -0.253
C -2.592 0.091 -0.251
C -3.525 -0.932 -0.274
C -1.972 2.485 -0.253
C -2.313 3.854 -0.294
C -1.332 4.790 -0.246
C 0.019 4.390 -0.205
C 1.076 5.328 -0.178
C 2.374 4.912 -0.190
C 2.656 3.531 -0.250
C 1.651 2.606 -0.266
C 0.299 3.006 -0.220
N -0.716 2.072 -0.207
H -5.605 -1.446 -0.263
H -6.360 0.919 -0.218
H -4.719 2.728 -0.194
H -3.226 -1.972 -0.272
H -3.346 4.156 -0.354
H -1.576 5.846 -0.253
H 0.832 6.384 -0.155
H 3.182 5.631 -0.168
H 3.684 3.196 -0.292
H 1.881 1.561 -0.338
C 1.231 -4.609 -0.559
C -0.221 -4.741 -0.133
S -1.296 -3.383 -0.581
O -0.596 -2.175 0.028
C -1.061 -3.303 -2.385
C -0.026 -2.281 -2.826
H 1.795 -5.454 -0.163
H 1.673 -3.694 -0.163
H 1.346 -4.621 -1.642
H -0.319 -4.780 0.953
H -0.721 -5.622 -0.546
H -2.047 -3.053 -2.775
H -0.820 -4.318 -2.706
H -0.245 -1.303 -2.402
H -0.059 -2.190 -3.912
H 0.983 -2.561 -2.532
*
```

Computed properties:
- E (a.u.) = -3629.73093
- maximum force (eV/A) = 0.36
- lowest unoccupied orbital energy (alpha / beta) (eV) = -3.05 / -4.72
- ⟨S²⟩ = 6.0127
- Kohn-Sham gap (alpha / beta) (Eh) = 0.3058 / 0.2417

Atom charges from the Löwdin analysis, given in e for atoms 1 to 2:
1 Co 0.6395
2 F 0.1484

Question: Which of these has the highest maximum force?
Answer: C25H23ClGaN2PS